w) Formula: C7H17N
Source: the Open Molecules 2025 dataset
Level of theory: ωB97M-V with the def2-TZVPD basis set

```
25
C7H17N ωB97M-V with the def2-TZVPD basis set
N 2.04342 -0.87007 -1.34162
C 1.37081 1.35821 -0.84777
C 1.00362 0.02438 -1.56624
C -0.43903 -0.40200 -1.21246
C -1.54840 -0.03269 3.00976
C 1.83151 -2.18603 -1.90168
C -0.73237 0.88790 1.87361
C -1.72325 1.12921 0.78724
H -1.98645 -0.67875 2.25092
H 1.56479 -2.14550 -2.96277
H 2.02025 1.11373 -0.00454
H -0.31208 1.70741 2.46104
H -0.68910 -0.01636 -0.18461
H -1.17414 0.04302 -1.88163
H 0.96677 0.26808 -2.66441
H 0.42759 1.76171 -0.48034
H -2.07236 2.16154 0.75840
H 1.08550 -2.77891 -1.35380
H -2.61061 0.50290 0.88449
H 0.11667 0.23731 1.65077
H 1.90257 2.05306 -1.49873
H -0.50140 -1.48978 -1.13764
H -2.35128 0.57918 3.39965
H -0.96521 -0.48894 3.80094
H 2.77218 -2.73861 -1.83857
```

The LUMO energy comes out at -2.47 eV. Its HOMO energy is -6.355 eV.


x) Formula: C7H17N
Source: the Open Molecules 2025 dataset
Level of theory: ωB97M-V with the def2-TZVPD basis set

```
25
C7H17N ωB97M-V with the def2-TZVPD basis set
N -0.64216 -0.35824 1.30674
C 0.89281 1.53651 1.53972
C -0.43788 1.05469 1.12725
C 0.32286 -1.91888 -1.99253
C 1.86659 2.36369 0.74612
C 0.05009 -1.21713 0.33612
C -1.83118 -0.72631 -1.59768
C -0.27826 -0.84447 -1.16387
H -1.54017 -0.73946 1.07624
H -1.13317 1.58011 1.87515
H -0.41519 -2.34202 -2.65437
H -0.52749 1.56394 0.05968
H 0.15732 0.06381 -1.40382
H 0.60334 2.27851 2.45028
H -1.91695 -0.72329 -2.66836
H 2.18246 1.62415 -0.01532
H 2.69552 2.74212 1.29925
H 1.50559 0.74083 2.08075
H 0.87664 -2.70300 -1.48097
H 1.03751 -1.51908 -2.81954
H -2.41767 -1.69906 -1.38472
H -0.26991 -2.24844 0.46774
H -2.31076 0.13159 -1.01824
H 1.30695 3.39179 0.52580
H 1.15083 -1.12335 0.49254
```

The LUMO energy comes out at 1.01 eV. The structure (SMILES) is CCCNCC(C)C. Its HOMO energy is -8.787 eV.


y) Formula: C7H17N
Source: the Open Molecules 2025 dataset
Level of theory: ωB97M-V with the def2-TZVPD basis set

```
25
C7H17N ωB97M-V with the def2-TZVPD basis set
N 0.15475 1.97186 2.16349
C 0.44652 0.63460 -0.48524
C 1.76867 0.86941 -0.56857
C -1.42084 -0.77649 0.79578
C 0.87379 -1.74209 0.64517
C -0.48622 1.54659 -1.24875
C -0.52536 -1.55819 -1.40121
C -0.16037 -0.86196 -0.08001
H -1.86947 -1.76778 0.93400
H -1.53204 1.24461 -1.16766
H 2.13720 1.80780 -0.97415
H -0.89027 -2.57661 -1.22271
H 0.35188 1.02684 1.60453
H 2.50936 0.25485 -0.07021
H -0.23778 1.55744 -2.31453
H -1.32124 -1.03341 -1.93857
H 0.45545 -2.72927 0.87596
H -1.18150 -0.42215 1.80210
H -2.18128 -0.11436 0.37295
H 1.75388 -1.93203 0.02188
H 0.90470 2.61306 1.90809
H 1.20154 -1.27908 1.58169
H -0.68386 2.32472 1.70092
H -0.40740 2.56961 -0.86667
H 0.33987 -1.62795 -2.06828
```

The LUMO energy comes out at 0.80 eV. The structure (SMILES) is C=C(C)C(C)(C)C.N. Its HOMO energy is -9.098 eV.


The most stable arrangement is y), and the next structure is 1.603 eV less stable.


w) Formula: C12H40N4O8
Source: the Open Molecules 2025 dataset
Level of theory: ωB97M-V with the def2-TZVPD basis set

```
64
C12H40N4O8 ωB97M-V with the def2-TZVPD basis set
O -16.91167 28.08369 -15.92115
O -16.93560 24.83216 -20.52266
O -10.03838 28.84613 -17.88635
O -10.99860 27.37132 -19.84679
O -14.81867 30.35754 -15.27237
O -12.99568 24.32358 -20.41900
O -15.66950 26.56200 -18.90413
O -19.39263 24.18354 -15.69200
N -12.70199 25.73824 -18.61931
N -14.31716 24.32460 -18.56684
N -15.54102 27.04818 -14.20476
N -15.41232 26.33626 -16.20724
C -11.12912 29.76215 -17.67769
C -9.85121 28.44833 -21.51915
C -18.98214 25.81575 -17.14740
C -15.96069 27.20984 -15.42577
C -16.11173 24.55859 -21.61647
C -11.12663 27.99637 -20.92529
C -13.28802 24.75214 -19.19784
C -18.41016 24.63306 -16.38532
C -13.61989 29.53222 -15.31459
C -11.86830 26.95182 -21.77221
C -17.60064 23.68866 -17.27682
C -15.01547 27.70582 -19.34683
H -12.04927 29.25766 -17.81656
H -9.28076 27.52295 -21.66256
H -14.73704 26.52995 -14.09957
H -12.86778 26.67135 -21.34414
H -11.99954 26.28826 -19.23242
H -15.54208 25.43943 -21.88907
H -18.17813 26.27412 -17.69012
H -18.29586 23.23039 -17.99126
H -14.44464 27.35207 -20.24280
H -15.41092 23.81021 -21.39107
H -10.96063 30.56036 -18.43375
H -12.77431 30.22170 -15.22099
H -19.80695 23.49922 -16.28131
H -17.68706 25.06476 -15.69797
H -11.72641 28.89503 -20.70335
H -14.41925 28.21200 -18.55927
H -15.62999 26.49987 -17.21192
H -14.52143 25.96011 -16.11625
H -11.04442 30.18637 -16.69565
H -17.26671 22.79130 -16.76242
H -15.76472 28.34454 -19.68788
H -14.80580 23.40583 -19.00273
H -10.47937 27.95820 -19.26336
H -14.38887 24.29539 -17.52613
H -12.02875 27.23740 -22.81204
H -13.60534 28.91546 -16.17111
H -9.20395 29.26917 -18.09813
H -12.63996 25.99250 -17.59883
H -15.51361 29.90577 -15.73044
H -16.65832 24.27651 -22.39110
H -15.58704 27.91654 -13.59855
H -16.82368 24.16983 -17.86442
H -11.24465 26.06506 -21.79536
H -19.74153 25.50971 -17.84239
H -19.49220 26.56908 -16.54796
H -16.67861 25.64556 -20.11203
H -14.99133 25.77400 -18.88202
H -10.07488 29.02542 -22.37418
H -9.19079 29.04971 -20.85538
H -13.59205 28.91551 -14.41256
```

The LUMO energy comes out at -0.21 eV. The structure (SMILES) is NC(N)=O.NC(N)=O.CC(C)O.CC(C)O.CO.CO.CO.CO. Its HOMO energy is -9.212 eV.


x) Formula: C12H40N4O8
Source: the Open Molecules 2025 dataset
Level of theory: ωB97M-V with the def2-TZVPD basis set

```
64
C12H40N4O8 ωB97M-V with the def2-TZVPD basis set
O -2.37442 -2.60375 0.86180
O -0.20549 1.47630 2.60980
O -0.98355 1.71802 -0.05287
O 1.60257 -0.07556 0.57507
O -1.28141 -4.59443 -3.00779
O 1.06066 1.28894 -2.23515
O -0.99692 -0.35764 -3.09747
O 2.74101 3.43338 0.80451
N 0.39251 3.44216 -0.78664
N -2.43662 -0.43179 -1.19891
N -2.71565 -1.92871 -2.75683
N -0.93830 3.96034 0.88994
C -0.50629 0.32185 3.08821
C 0.68172 -1.07991 0.21152
C -0.60421 3.06749 0.01077
C 3.31070 1.82669 -2.07874
C -0.26890 0.30785 4.55024
C -0.65317 -4.38101 -1.77416
C -2.01330 0.10914 2.89346
C -1.67885 -3.45050 1.74538
C 2.16571 1.09873 -2.80176
C 2.31600 3.13196 2.10881
C 2.37069 -0.46536 -3.04439
C -2.01013 -0.91047 -2.34341
H -1.10661 -2.84528 2.48952
H -1.22797 -4.41265 -0.92258
H -0.95986 -4.09884 1.21195
H 0.74814 4.38370 -0.92383
H 0.73506 0.68576 4.84904
H -3.32144 -2.51737 -2.14101
H -2.50817 -2.41682 -3.64614
H -2.34262 -0.83312 3.38314
H 4.31543 1.57008 -2.45738
H 3.22741 2.88394 -2.15039
H 1.38178 0.73733 0.09156
H -2.94089 -3.21757 0.31860
H 3.08366 -0.58579 -3.84677
H 2.01398 3.24633 0.20727
H -2.27812 -4.16248 2.36093
H 1.10312 -1.48312 -0.69480
H -0.41005 -0.72507 4.76943
H -2.68867 -1.07477 -0.45228
H 2.72322 -0.98537 -2.24630
H 1.33823 3.76027 2.19049
H 0.25908 -5.02369 -1.72744
H 0.46305 0.71907 -2.75484
H -2.36129 -0.04877 1.80809
H 2.11943 1.54264 -3.78299
H -1.60601 3.79297 1.69894
H 3.10951 3.24176 2.83923
H -0.71162 -4.15278 -3.66702
H -1.90913 0.36398 -0.85305
H 2.06022 2.07814 2.22500
H -1.08799 0.82847 5.04469
H -2.62243 0.87403 3.28028
H 3.32494 1.55328 -1.05136
H 0.59753 -1.87295 0.88314
H 1.46879 -0.96736 -3.39067
H -0.22290 -3.40893 -1.82147
H -0.39468 4.85148 0.89949
H -0.46243 1.55780 1.69307
H -0.01301 -0.54142 2.50706
H 0.48822 2.65638 -1.44143
H -0.35922 -0.85698 0.04946
```

The LUMO energy comes out at 0.24 eV. The structure (SMILES) is NC(N)=O.NC(N)=O.CC(C)O.CC(C)O.CO.CO.CO.CO. Its HOMO energy is -9.088 eV.


The most stable arrangement is x), and the next structure is 1.252 eV less stable.